Run P
Density functional theory data (ωB97M-V/def2-TZVPD) for C61H72N3O6Rb as an isolated structure.

Element x y z (Å)
Rb (0.214, 0.090, -0.254)
C (-2.047, -0.962, -2.349)
O (-1.890, -1.541, -1.056)
C (-2.885, -1.484, -0.107)
C (-2.813, -2.492, 0.872)
C (-1.687, -3.517, 0.968)
C (-1.022, -3.507, 2.330)
C (-1.048, -4.548, 3.232)
C (-0.408, -4.483, 4.483)
C (0.286, -3.307, 4.782)
C (0.350, -2.233, 3.905)
C (1.136, -0.972, 4.186)
C (0.314, 0.294, 4.034)
C (-0.807, 0.462, 4.842)
C (-1.669, 1.540, 4.694)
C (-1.389, 2.459, 3.692)
C (-0.315, 2.301, 2.834)
C (-0.230, 3.189, 1.610)
C (-1.516, 3.229, 0.796)
C (-1.950, 4.404, 0.223)
C (-3.035, 4.462, -0.665)
C (-3.660, 3.250, -0.957)
C (-3.289, 2.036, -0.389)
C (-4.036, 0.776, -0.836)
C (-3.887, -0.503, -0.012)
C (-4.863, -0.659, 0.978)
C (-4.865, -1.691, 1.903)
C (-3.800, -2.578, 1.837)
C (-5.981, -1.911, 2.923)
C (-5.400, -2.112, 4.330)
C (-6.763, -3.173, 2.529)
C (-6.958, -0.735, 2.974)
C (-2.229, 1.987, 0.574)
O (-1.895, 0.926, 1.164)
C (-3.424, 5.795, -1.299)
C (-3.772, 6.819, -0.208)
C (-2.253, 6.338, -2.134)
C (-4.635, 5.663, -2.224)
C (0.568, 1.245, 3.055)
O (1.639, 1.085, 2.186)
C (2.791, 1.785, 2.594)
C (-2.979, 1.670, 5.466)
C (-4.132, 1.614, 4.452)
C (-3.164, 0.544, 6.484)
C (-3.024, 3.008, 6.215)
C (-0.318, -2.300, 2.648)
O (-0.303, -1.350, 1.815)
C (-0.511, -5.664, 5.447)
C (0.248, -5.417, 6.751)
C (-1.983, -5.925, 5.804)
C (0.070, -6.932, 4.802)
H (-3.014, -1.249, -2.770)
H (-1.241, -1.344, -2.973)
H (-1.951, 0.126, -2.324)
H (-0.940, -3.301, 0.205)
H (-2.096, -4.514, 0.766)
H (-1.593, -5.451, 2.958)
H (0.802, -3.208, 5.733)
H (1.983, -0.910, 3.496)
H (1.542, -1.022, 5.202)
H (-1.019, -0.325, 5.556)
H (-2.089, 3.259, 3.471)
H (0.593, 2.852, 0.970)
H (0.014, 4.213, 1.916)
H (-1.390, 5.312, 0.445)
H (-4.481, 3.229, -1.670)
H (-3.820, 0.599, -1.888)
H (-5.104, 1.019, -0.812)
H (-5.631, 0.104, 1.020)
H (-3.705, -3.380, 2.562)
H (-4.717, -2.961, 4.367)
H (-6.206, -2.293, 5.049)
H (-4.848, -1.228, 4.648)
H (-6.107, -4.044, 2.510)
H (-7.195, -3.057, 1.533)
H (-7.573, -3.364, 3.242)
H (-6.446, 0.194, 3.231)
H (-7.722, -0.926, 3.734)
H (-7.464, -0.594, 2.017)
H (-2.931, 6.970, 0.471)
H (-4.618, 6.466, 0.385)
H (-4.033, 7.787, -0.650)
H (-1.365, 6.479, -1.515)
H (-2.508, 7.301, -2.591)
H (-1.998, 5.631, -2.927)
H (-5.507, 5.289, -1.683)
H (-4.429, 4.983, -3.052)
H (-4.887, 6.642, -2.643)
H (2.562, 2.833, 2.821)
H (3.500, 1.742, 1.766)
H (3.240, 1.326, 3.484)
H (-4.032, 0.738, 3.808)
H (-4.125, 2.488, 3.798)
H (-5.098, 1.576, 4.968)
H (-3.183, -0.433, 5.999)
H (-4.113, 0.679, 7.011)
H (-2.360, 0.541, 7.224)
H (-2.902, 3.848, 5.530)
H (-2.225, 3.060, 6.958)
H (-3.984, 3.125, 6.730)
H (-0.145, -4.546, 7.281)
H (1.311, -5.251, 6.566)
H (0.149, -6.287, 7.407)
H (-2.416, -5.045, 6.285)
H (-2.077, -6.779, 6.486)
H (-2.572, -6.136, 4.910)
H (1.126, -6.784, 4.564)
H (-0.448, -7.173, 3.872)
H (-0.019, -7.791, 5.476)
C (4.086, -2.855, 1.564)
C (2.930, -2.142, 1.195)
N (2.963, -1.086, 0.413)
C (4.149, -0.661, -0.049)
C (5.356, -1.323, 0.225)
C (5.296, -2.448, 1.067)
C (6.576, -0.854, -0.371)
C (6.576, 0.207, -1.206)
C (5.365, 0.923, -1.494)
C (5.315, 2.032, -2.356)
C (4.119, 2.662, -2.571)
C (2.977, 2.203, -1.888)
N (3.004, 1.187, -1.059)
C (4.160, 0.524, -0.894)
H (4.001, -3.711, 2.220)
H (1.949, -2.436, 1.557)
H (6.209, -2.981, 1.310)
H (7.497, -1.384, -0.152)
H (7.498, 0.541, -1.670)
H (6.222, 2.366, -2.849)
H (4.040, 3.500, -3.251)
H (2.004, 2.661, -2.037)
N (-0.374, 3.038, -2.412)
C (-0.818, 2.689, -3.763)
C (0.278, 2.022, -4.602)
C (0.371, 0.505, -4.301)
O (-0.210, -0.245, -5.118)
O (0.968, 0.174, -3.248)
H (-1.159, 3.060, -1.770)
H (0.013, 3.976, -2.403)
H (-1.210, 3.568, -4.298)
H (-1.656, 1.994, -3.675)
H (1.235, 2.514, -4.393)
H (0.043, 2.143, -5.661)

The value obtained for the LUMO energy is 3.6 eV. The value obtained for the frontier orbital gap is 5.241 eV. The HOMO energy is -0.060 Eh. Its charge is -2.

These are the Mulliken partial charges, in e, on atoms 1 to 6: 0.568, -0.969, -0.691, 0.949, 0.409, -1.145

Run Q
Density functional theory data (ωB97M-V/def2-TZVPD) for C61H72N3O6Rb as an isolated structure.

Element x y z (Å)
Rb (1.947, 0.159, -1.511)
C (-1.818, -0.695, 0.747)
O (-1.160, -0.205, -0.395)
C (-2.008, 0.315, -1.342)
C (-2.390, 1.664, -1.290)
C (-1.735, 2.705, -0.406)
C (-1.258, 2.388, 0.987)
C (-2.043, 2.662, 2.082)
C (-1.578, 2.521, 3.392)
C (-0.300, 1.987, 3.545)
C (0.506, 1.659, 2.477)
C (1.835, 0.967, 2.688)
C (1.566, -0.518, 2.766)
C (0.853, -1.005, 3.852)
C (0.442, -2.328, 3.944)
C (0.709, -3.154, 2.862)
C (1.413, -2.708, 1.749)
C (1.520, -3.607, 0.540)
C (0.156, -3.688, -0.109)
C (-0.791, -4.578, 0.345)
C (-2.088, -4.627, -0.160)
C (-2.418, -3.671, -1.125)
C (-1.496, -2.786, -1.630)
C (-1.846, -1.832, -2.738)
C (-2.435, -0.481, -2.414)
C (-3.307, 0.055, -3.357)
C (-3.761, 1.361, -3.288)
C (-3.275, 2.145, -2.250)
C (-4.681, 1.976, -4.337)
C (-3.967, 3.169, -4.988)
C (-5.969, 2.462, -3.660)
C (-5.062, 0.992, -5.448)
C (-0.123, -2.802, -1.203)
O (0.760, -2.119, -1.784)
C (-3.112, -5.668, 0.266)
C (-2.546, -6.669, 1.277)
C (-3.565, -6.467, -0.967)
C (-4.327, -4.985, 0.909)
C (1.914, -1.400, 1.735)
O (2.732, -0.970, 0.713)
C (4.039, -1.514, 0.764)
C (-0.325, -2.778, 5.180)
C (-1.628, -1.968, 5.265)
C (0.529, -2.526, 6.433)
C (-0.693, -4.265, 5.144)
C (0.101, 1.945, 1.131)
O (0.891, 1.870, 0.151)
C (-2.453, 2.942, 4.565)
C (-3.697, 2.045, 4.627)
C (-2.890, 4.406, 4.391)
C (-1.735, 2.842, 5.915)
H (-2.391, 0.093, 1.254)
H (-1.041, -1.057, 1.417)
H (-2.489, -1.526, 0.492)
H (-2.401, 3.575, -0.366)
H (-0.830, 2.991, -0.959)
H (-3.050, 3.034, 1.907)
H (0.094, 1.831, 4.542)
H (2.303, 1.307, 3.618)
H (2.483, 1.188, 1.838)
H (0.613, -0.312, 4.644)
H (0.361, -4.174, 2.851)
H (1.863, -4.602, 0.840)
H (2.201, -3.186, -0.198)
H (-0.497, -5.276, 1.118)
H (-3.432, -3.620, -1.510)
H (-2.507, -2.332, -3.456)
H (-0.892, -1.617, -3.243)
H (-3.595, -0.582, -4.180)
H (-3.559, 3.189, -2.197)
H (-3.771, 3.951, -4.259)
H (-4.576, 3.592, -5.788)
H (-3.015, 2.852, -5.405)
H (-5.743, 3.181, -2.877)
H (-6.496, 1.625, -3.208)
H (-6.630, 2.939, -4.384)
H (-4.177, 0.658, -5.984)
H (-5.726, 1.479, -6.162)
H (-5.578, 0.125, -5.042)
H (-1.693, -7.197, 0.858)
H (-3.307, -7.404, 1.541)
H (-2.233, -6.167, 2.188)
H (-2.706, -6.951, -1.428)
H (-4.020, -5.815, -1.707)
H (-4.292, -7.233, -0.690)
H (-4.018, -4.435, 1.795)
H (-5.077, -5.723, 1.200)
H (-4.788, -4.283, 0.221)
H (4.671, -0.933, 1.451)
H (4.456, -1.457, -0.242)
H (4.035, -2.560, 1.094)
H (-1.422, -0.901, 5.314)
H (-2.206, -2.254, 6.146)
H (-2.234, -2.146, 4.378)
H (0.757, -1.469, 6.543)
H (1.467, -3.069, 6.351)
H (0.008, -2.864, 7.328)
H (-1.324, -4.484, 4.286)
H (-1.242, -4.530, 6.047)
H (0.203, -4.880, 5.094)
H (-4.259, 2.104, 3.698)
H (-4.351, 2.343, 5.449)
H (-3.399, 1.009, 4.776)
H (-3.477, 4.535, 3.486)
H (-2.015, 5.050, 4.322)
H (-3.496, 4.733, 5.239)
H (-1.470, 1.813, 6.142)
H (-2.391, 3.202, 6.709)
H (-0.831, 3.447, 5.917)
C (5.265, 1.019, -5.694)
C (4.203, 0.735, -4.824)
N (3.652, 1.637, -4.048)
C (4.132, 2.882, -4.060)
C (5.174, 3.295, -4.928)
C (5.738, 2.306, -5.759)
C (5.608, 4.646, -4.926)
C (5.059, 5.556, -4.072)
C (4.060, 5.172, -3.144)
C (3.505, 6.056, -2.197)
C (2.568, 5.590, -1.307)
C (2.170, 4.249, -1.385)
N (2.650, 3.416, -2.276)
C (3.579, 3.838, -3.131)
H (5.700, 0.230, -6.287)
H (3.803, -0.264, -4.748)
H (6.549, 2.575, -6.424)
H (6.393, 4.935, -5.616)
H (5.390, 6.588, -4.076)
H (3.837, 7.087, -2.177)
H (2.139, 6.238, -0.556)
H (1.456, 3.822, -0.696)
N (6.001, 1.104, -0.641)
C (7.291, 0.609, -1.098)
C (7.304, 0.207, -2.576)
C (6.396, -1.064, -2.816)
O (6.946, -2.026, -3.363)
O (5.216, -0.966, -2.427)
H (5.321, 0.418, -0.978)
H (5.776, 1.956, -1.150)
H (7.536, -0.270, -0.486)
H (8.054, 1.380, -0.903)
H (8.318, -0.025, -2.913)
H (6.913, 1.040, -3.171)

The value obtained for the LUMO energy is 3.6 eV. The value obtained for the frontier orbital gap is 5.309 eV. The HOMO energy is -0.062 Eh. Its charge is -2.

These are the Mulliken partial charges, in e, on atoms 1 to 6: 1.090, -0.567, 0.978, -0.791, -0.034, -1.182

Of them, run P has the lowest stability.

Run P
Density functional theory data (ωB97M-V/def2-TZVPD) for C6H12N3S as an isolated structure.

Element x y z (Å)
C (1.703, 1.167, -0.203)
C (-1.574, -0.632, -1.991)
C (-1.094, 0.579, -1.877)
C (-0.095, 1.262, 1.167)
C (1.165, -1.002, 2.175)
C (-1.848, 1.584, -1.025)
N (0.796, 1.868, 0.308)
N (1.637, -0.179, 0.020)
N (0.623, -0.465, 0.956)
S (-1.799, 1.197, 0.825)
H (2.389, 1.809, -0.824)
H (-0.790, -1.411, -2.279)
H (-2.412, -0.918, -1.310)
H (-0.221, 0.802, -2.441)
H (0.172, 1.460, 2.250)
H (2.039, -0.473, 2.393)
H (0.504, -0.816, 3.082)
H (1.352, -2.075, 2.154)
H (-2.843, 1.755, -1.130)
H (-1.363, 2.562, -1.170)
H (1.858, -0.867, -0.743)
H (-0.123, -1.022, 0.603)

The value obtained for the LUMO energy is -3.0 eV. The value obtained for the frontier orbital gap is 10.431 eV. The HOMO energy is -0.494 Eh. Its charge is +1.

These are the Mulliken partial charges, in e, on atoms 1 to 6: -0.287, -0.672, -0.181, 0.291, -0.916, -0.921

Run Q
Density functional theory data (ωB97M-V/def2-TZVPD) for an isolated ion of composition C6H12N3S and charge +1.

Element x y z (Å)
C (-0.128, 0.291, 0.371)
C (2.645, 0.427, 0.074)
C (-1.634, 0.474, 0.401)
C (-0.726, -2.625, -0.554)
C (-0.113, 2.585, -0.459)
C (0.155, -2.144, 0.590)
N (1.869, 1.453, 0.046)
N (0.510, 1.454, 0.015)
N (0.495, -0.780, 0.530)
S (3.728, -0.700, 0.006)
H (-1.903, 0.852, -0.544)
H (-2.026, 1.275, 1.215)
H (-2.228, -0.459, 0.527)
H (-0.357, -3.523, -0.821)
H (-1.717, -2.647, -0.270)
H (-0.659, -1.979, -1.346)
H (-0.849, 2.389, -1.241)
H (-0.636, 2.942, 0.357)
H (0.543, 3.385, -0.748)
H (1.028, -2.644, 0.457)
H (-0.227, -2.343, 1.548)
H (2.231, 2.318, -0.154)

The value obtained for the LUMO energy is -5.1 eV. The value obtained for the frontier orbital gap is 7.632 eV. The HOMO energy is -0.469 Eh. Its charge is +1.

These are the Mulliken partial charges, in e, on atoms 1 to 6: 0.780, 0.608, -1.192, -1.353, -0.837, -0.442

Of them, run Q has the lowest stability.

Run P
Density functional theory data (ωB97M-V/def2-TZVPD) for a 2-piece molecular cluster, CH2Cl2N2 overall.

Element x y z (Å)
C (-1.278, 0.166, -0.161)
N (-1.831, 0.599, 0.764)
N (1.276, -0.251, -0.958)
Cl (1.755, 0.981, 0.297)
Cl (1.932, -1.810, -0.424)
H (0.187, -0.707, -1.182)
H (-2.042, 1.022, 1.665)

The value obtained for the LUMO energy is -0.2 eV. The value obtained for the frontier orbital gap is 9.144 eV. The HOMO energy is -0.345 Eh. Its charge is 0.

These are the Mulliken partial charges, in e, on atoms 1 to 6: -0.305, -0.061, -0.264, -0.069, -0.070, 0.446

Run Q
Density functional theory data (ωB97M-V/def2-TZVPD) for an isolated molecule of CH2Cl2N2.

Element x y z (Å)
C (-0.448, 0.080, 0.145)
N (-1.019, 0.739, -0.711)
N (0.691, -0.684, -0.096)
Cl (1.436, -0.704, -1.621)
Cl (1.867, -1.043, 1.192)
H (-0.758, 0.304, 1.340)
H (-1.769, 1.308, -0.250)

The value obtained for the LUMO energy is -0.4 eV. The value obtained for the frontier orbital gap is 9.076 eV. The HOMO energy is -0.348 Eh. Its charge is 0. Its SMILES is [H]/N=C/N(Cl)Cl.

These are the Mulliken partial charges, in e, on atoms 1 to 6: 0.207, -0.538, -0.086, -0.018, -0.030, 0.194

Of them, run P has the lowest stability.